Record 1
A single C5H7IO molecule at a distorted geometry, computed with ωB97M-V with the def2-TZVPD basis set.

Geometry (Å):
C -0.25 2.07 0.17
O 0.43 1.33 -0.93
C 1.12 0.19 -0.49
C 0.22 -0.92 -0.27
C -0.13 -2.17 -0.24
I 0.64 -4.09 -0.29
C -1.13 -1.23 0.32
H -1.38 1.91 0.17
H 0.05 3.13 -0.20
H 0.22 1.82 1.19
H 1.56 0.47 0.47
H 2.00 -0.21 -1.17
H -1.22 -1.18 1.48
H -2.12 -1.12 -0.19

Values from the calculation:
- E_tot: -15442.552 eV
- Orbital gap: 9.3 eV
- Spin multiplicity: 1
- Structure (SMILES): COCC1=C(I)C1
- ΔE to the lowest compared entry with this formula, charge and spin: 2.326 eV

Record 2
A molecular structure, C20H18BrN3O2STm at a distorted geometry, computed with ωB97M-V with the def2-TZVPD basis set.

Geometry (Å):
Tm -0.18 -0.08 -0.22
N -2.19 -1.59 -0.36
C -2.85 -0.64 -1.31
C -2.68 0.76 -0.64
O -3.57 1.21 0.04
O -1.50 1.26 -0.79
H -2.15 -2.51 -0.80
H -2.83 -1.70 0.44
H -3.91 -0.86 -1.45
H -2.33 -0.69 -2.28
Br -4.07 0.31 6.38
C -2.69 0.29 5.09
C -2.96 0.66 3.78
C -1.96 0.64 2.84
C -0.66 0.26 3.20
C -0.40 -0.12 4.52
C -1.41 -0.12 5.46
N 0.31 0.28 2.19
C 1.56 0.48 2.48
C 2.59 0.44 1.46
C 3.93 0.35 1.84
C 4.90 0.29 0.86
C 4.51 0.34 -0.47
C 3.15 0.43 -0.77
N 2.20 0.48 0.17
H -3.95 0.98 3.49
H -2.16 0.98 1.83
H 0.58 -0.48 4.81
H -1.21 -0.43 6.47
H 1.89 0.67 3.50
H 4.19 0.29 2.89
H 5.95 0.21 1.12
H 5.23 0.31 -1.27
H 2.82 0.45 -1.80
S 0.79 -1.89 -1.82
C 0.42 -0.96 -3.28
C 0.29 0.43 -3.24
C -0.02 1.15 -4.38
C -0.18 0.48 -5.59
C 0.00 -0.89 -5.65
C 0.29 -1.61 -4.51
H 0.49 0.98 -2.29
H -0.14 2.22 -4.32
H -0.44 1.03 -6.48
H -0.09 -1.41 -6.59
H 0.44 -2.68 -4.55

Values from the calculation:
- E_tot: -140002.601 eV
- Net charge: +1
- Orbital gap (alpha / beta): 6.0 / 6.0 eV
- Spin multiplicity: 3
- ΔE to the lowest compared entry with this formula, charge and spin: 0.356 eV

Record 3
4 unconnected molecules or ions with the total composition C17H39N3O14S4 at a distorted geometry, computed with ωB97M-V with the def2-TZVPD basis set.

Geometry (Å):
N 2.54 1.35 0.83
C 2.70 0.15 0.30
N 1.87 -0.40 -0.71
C 1.65 -1.79 -0.17
C 0.40 -1.68 0.70
C -0.42 -2.97 0.79
C -1.68 -2.71 1.61
C -2.81 -2.17 0.74
S -3.99 -1.37 1.81
O -4.30 -2.18 2.93
O -3.46 -0.07 2.09
O -5.31 -1.16 0.95
C 2.91 -2.03 0.71
N 3.58 -0.74 0.67
C 4.54 -0.39 1.79
O 4.12 -0.71 2.90
O 5.59 0.13 1.40
H 2.37 2.15 0.26
H 2.54 1.46 1.83
H 2.25 -0.37 -1.65
H 1.57 -2.43 -1.04
H -0.22 -0.90 0.27
H 0.64 -1.34 1.71
H 0.19 -3.71 1.30
H -0.65 -3.36 -0.20
H -2.02 -3.57 2.17
H -1.43 -1.94 2.34
H -2.47 -1.41 0.05
H -3.32 -2.98 0.22
H -5.08 -0.72 0.12
H 3.56 -2.84 0.37
H 2.58 -2.36 1.69
O 0.76 0.37 -3.74
S 0.08 0.74 -4.95
O -0.05 -0.20 -6.02
O 0.73 2.08 -5.51
C 2.15 2.09 -5.76
C 2.54 1.30 -6.99
C -1.50 1.39 -4.55
H 2.68 1.74 -4.87
H 2.41 3.14 -5.90
H 2.34 0.24 -6.86
H 3.61 1.42 -7.19
H 1.98 1.64 -7.86
H -1.40 2.12 -3.76
H -2.11 0.56 -4.22
H -1.93 1.84 -5.45
O -2.65 3.75 -2.83
S -2.63 5.17 -2.71
O -1.39 5.88 -2.69
O -3.49 5.58 -1.44
C -3.14 5.01 -0.16
C -1.86 5.59 0.42
C -3.68 5.89 -3.93
H -3.08 3.92 -0.25
H -3.98 5.23 0.50
H -1.00 5.34 -0.19
H -1.69 5.19 1.42
H -1.92 6.67 0.47
H -4.63 5.37 -3.93
H -3.18 5.76 -4.89
H -3.80 6.94 -3.71
O 1.16 -5.90 4.66
S 0.72 -4.55 4.59
O 1.02 -3.75 3.43
O 1.17 -3.78 5.90
C 2.57 -3.78 6.26
C 3.40 -2.89 5.36
C -1.02 -4.47 4.88
H 2.95 -4.80 6.28
H 2.60 -3.41 7.28
H 3.42 -3.27 4.34
H 4.43 -2.84 5.71
H 2.98 -1.89 5.32
H -1.26 -5.05 5.76
H -1.51 -4.89 4.00
H -1.31 -3.43 5.00

Values from the calculation:
- E_tot: -94735.796 eV
- Orbital gap: 8.5 eV
- Spin multiplicity: 1

Record 4
13 unconnected molecules or ions with the total composition C49H107O22P3 at a distorted geometry, computed with ωB97M-V with the def2-TZVPD basis set.

Geometry (Å):
C 8.81 6.74 -1.01
O 8.02 5.58 -1.01
P 6.84 5.28 -2.07
O 5.90 4.19 -1.74
O 6.20 6.73 -2.34
C 5.58 7.15 -3.55
O 7.67 5.04 -3.43
C 8.66 4.04 -3.57
H 9.82 6.50 -1.35
H 8.83 7.04 0.04
H 8.39 7.56 -1.59
H 4.61 7.51 -3.21
H 5.32 6.30 -4.19
H 6.07 7.91 -4.15
H 8.52 3.38 -4.43
H 8.72 3.44 -2.67
H 9.58 4.61 -3.71
C 11.84 1.68 2.50
O 10.74 0.80 2.71
P 10.59 0.23 4.23
O 9.53 -0.78 4.36
O 10.39 1.57 5.17
C 9.39 2.54 4.98
O 12.04 -0.31 4.57
C 12.27 -1.01 5.78
H 11.83 2.63 3.04
H 11.93 2.04 1.47
H 12.76 1.15 2.71
H 9.85 3.49 4.73
H 8.75 2.72 5.84
H 8.62 2.23 4.27
H 13.24 -0.79 6.21
H 12.19 -2.08 5.61
H 11.51 -0.89 6.56
C 0.56 -0.24 1.74
O -0.79 -0.19 1.15
P -1.32 -1.33 0.13
O -0.93 -2.71 0.48
O -0.88 -0.82 -1.30
C 0.33 -1.28 -1.81
O -2.92 -1.07 0.06
C -3.66 -1.91 -0.76
H 0.50 -0.38 2.82
H 1.12 0.64 1.43
H 1.09 -1.11 1.36
H 1.06 -0.52 -1.55
H 0.32 -1.40 -2.90
H 0.73 -2.16 -1.31
H -3.11 -2.81 -1.03
H -4.10 -1.37 -1.60
H -4.56 -2.30 -0.29
C -0.69 6.48 0.08
C -1.71 7.57 -0.14
C -1.88 7.60 -1.64
O -1.06 6.53 -2.17
C -0.89 5.60 -1.10
H -0.78 5.97 1.05
H 0.28 6.98 0.08
H -1.41 8.54 0.25
H -2.67 7.28 0.28
H -1.62 8.54 -2.12
H -2.90 7.42 -1.98
H -0.06 4.97 -1.42
H -1.73 4.93 -0.91
C 6.22 -4.80 -0.90
C 5.88 -5.85 -2.00
C 7.26 -5.91 -2.69
O 7.64 -4.56 -2.87
C 7.02 -3.83 -1.79
H 6.89 -5.20 -0.14
H 5.30 -4.34 -0.55
H 5.12 -5.47 -2.68
H 5.56 -6.83 -1.65
H 7.12 -6.33 -3.69
H 8.01 -6.49 -2.15
H 6.31 -3.13 -2.22
H 7.80 -3.33 -1.22
C -6.88 -6.95 5.74
C -5.73 -6.33 4.98
C -5.39 -7.29 3.89
O -5.88 -8.55 4.35
C -7.11 -8.28 5.03
H -7.80 -6.40 5.54
H -6.66 -7.05 6.80
H -4.82 -6.29 5.57
H -5.93 -5.32 4.62
H -4.32 -7.42 3.75
H -5.80 -7.01 2.92
H -7.08 -9.11 5.74
H -7.95 -8.27 4.34
C -3.93 -4.69 -7.90
C -3.52 -5.62 -9.00
C -2.51 -4.65 -9.68
O -1.92 -3.86 -8.67
C -2.62 -3.98 -7.47
H -4.32 -5.23 -7.03
H -4.74 -4.00 -8.16
H -4.30 -5.95 -9.68
H -2.96 -6.50 -8.68
H -3.04 -4.01 -10.40
H -1.72 -5.21 -10.17
H -2.79 -3.00 -7.03
H -2.06 -4.64 -6.80
C -11.90 -4.10 -0.54
C -11.34 -5.51 -0.38
C -11.05 -5.88 -1.81
O -10.58 -4.69 -2.45
C -11.29 -3.60 -1.86
H -11.61 -3.53 0.34
H -12.99 -4.07 -0.54
H -12.06 -6.18 0.09
H -10.35 -5.42 0.06
H -11.89 -6.18 -2.42
H -10.27 -6.65 -1.87
H -12.06 -3.37 -2.60
H -10.70 -2.69 -1.78
C -7.56 3.29 1.73
C -8.86 2.61 2.11
C -8.54 1.67 3.30
O -7.65 2.55 4.02
C -6.91 3.38 3.10
H -7.71 4.25 1.24
H -7.01 2.63 1.06
H -9.40 2.05 1.34
H -9.60 3.30 2.50
H -8.05 0.74 3.02
H -9.46 1.40 3.82
H -5.93 2.91 3.14
H -6.89 4.40 3.48
C -6.54 3.75 -5.67
C -5.25 3.33 -6.34
C -5.78 2.24 -7.32
O -6.79 1.54 -6.56
C -7.31 2.45 -5.60
H -6.99 4.44 -6.38
H -6.48 4.20 -4.68
H -4.64 2.92 -5.54
H -4.66 4.14 -6.77
H -4.95 1.62 -7.67
H -6.27 2.68 -8.19
H -7.28 1.96 -4.63
H -8.29 2.86 -5.84
C 4.40 -3.56 8.20
C 4.59 -4.86 8.95
C 5.74 -4.48 9.82
O 5.56 -3.17 10.18
C 4.78 -2.47 9.15
H 3.40 -3.43 7.79
H 5.11 -3.57 7.37
H 4.98 -5.59 8.23
H 3.73 -5.23 9.50
H 6.74 -4.50 9.38
H 5.75 -5.13 10.70
H 5.41 -1.72 8.66
H 3.86 -2.11 9.60
C 4.18 2.88 -9.13
C 2.96 2.54 -8.32
C 2.20 1.63 -9.30
O 2.43 2.35 -10.55
C 3.64 3.05 -10.56
H 4.79 1.98 -9.22
H 4.73 3.78 -8.87
H 2.37 3.42 -8.06
H 3.27 2.08 -7.39
H 1.12 1.69 -9.20
H 2.53 0.60 -9.40
H 3.53 4.11 -10.77
H 4.37 2.57 -11.23
C -1.13 4.35 10.00
C -2.42 3.86 9.43
C -2.17 2.36 9.11
O -0.76 2.30 8.96
C -0.14 3.58 9.12
H -1.02 4.13 11.06
H -1.05 5.42 9.81
H -2.67 4.41 8.52
H -3.29 3.97 10.08
H -2.59 2.07 8.15
H -2.55 1.71 9.90
H 0.01 4.04 8.15
H 0.82 3.48 9.64

Values from the calculation:
- E_tot: -125457.545 eV
- Orbital gap: 9.5 eV
- Spin multiplicity: 1
- ΔE to the lowest compared entry with this formula, charge and spin: 0.000 eV

Record 5
A molecular structure, C3H4N2O at a distorted geometry, computed with ωB97M-V with the def2-TZVPD basis set.

Geometry (Å):
O 1.51 -0.22 0.60
C 0.73 0.05 -0.74
C -0.13 -0.86 -0.05
N -1.22 -0.25 0.34
N -1.22 1.10 -0.01
C -0.07 1.28 -0.59
H 2.14 -0.90 0.34
H 0.00 -1.93 0.07
H -1.88 -0.54 1.05
H 0.14 2.27 -1.00

Values from the calculation:
- E_tot: -8198.855 eV
- Orbital gap: 8.5 eV
- Spin multiplicity: 1
- ΔE to the lowest compared entry with this formula, charge and spin: 5.030 eV

Record 6
3 unconnected molecules or ions with the total composition C24H41Br8N4O3S at a distorted geometry, computed with ωB97M-V with the def2-TZVPD basis set.

Geometry (Å):
C -3.53 1.31 2.53
C -3.43 1.38 4.13
O -4.27 2.11 4.75
O -2.43 0.73 4.92
C -1.09 1.11 4.44
C -0.39 -0.27 3.94
C 1.12 -0.09 3.43
C 1.28 0.82 2.08
C 1.46 -0.02 0.73
C 2.90 -0.26 0.07
C 4.21 0.11 0.92
C 4.30 -0.47 2.42
Br 4.65 2.09 0.81
N 0.76 -1.38 0.86
C 1.30 -2.72 1.20
C 1.28 -3.78 -0.06
C 0.35 -5.08 0.30
Br -1.07 -5.40 -1.09
C -0.57 -1.40 0.60
N -1.53 -2.49 0.65
S -1.14 0.30 0.10
C 0.63 0.61 -0.55
C 0.65 2.21 -0.64
C -0.69 2.93 -0.02
N -1.54 3.48 -0.88
N 0.61 -0.30 -1.72
C 1.06 0.21 -2.84
O 1.76 0.54 -3.83
H -3.19 0.30 2.10
H -3.01 2.21 2.02
H -4.66 1.41 2.27
H -0.52 1.48 5.38
H -1.10 1.92 3.63
H -0.33 -0.94 4.90
H -1.09 -0.83 3.22
H 1.67 0.51 4.27
H 1.66 -1.10 3.37
H 2.23 1.46 2.26
H 0.41 1.56 2.10
H 3.08 -1.33 -0.36
H 2.95 0.43 -0.87
H 5.10 -0.37 0.35
H 3.66 -1.39 2.64
H 3.98 0.38 3.15
H 5.41 -0.68 2.65
H 0.64 -3.13 2.08
H 2.37 -2.74 1.59
H 0.78 -3.30 -0.98
H 2.33 -4.21 -0.27
H -0.24 -4.92 1.29
H 0.97 -6.04 0.38
H -2.49 -2.08 0.58
H -1.44 -3.06 1.51
H 0.79 2.68 -1.67
H 1.52 2.61 0.02
H -0.86 3.01 1.12
H -2.29 3.91 -0.31
Br -3.38 -2.66 2.56
C -4.55 -3.12 4.04
C -4.10 -2.47 5.32
Br -2.55 -3.40 6.07
H -4.59 -4.21 4.09
H -5.54 -2.75 3.75
H -4.87 -2.55 6.09
H -3.81 -1.43 5.20
Br -0.97 1.46 -3.39
C -1.42 3.22 -4.10
C -1.94 3.12 -5.52
Br -0.49 2.82 -6.79
H -0.52 3.84 -4.02
H -2.18 3.62 -3.43
H -2.39 4.07 -5.82
H -2.66 2.32 -5.65
Br 4.02 3.37 -8.57
C 2.62 2.01 -8.53
C 2.57 1.24 -9.83
Br 1.71 2.28 -11.23
H 1.69 2.52 -8.29
H 2.89 1.35 -7.71
H 1.95 0.34 -9.72
H 3.55 0.95 -10.21

Values from the calculation:
- E_tot: -608818.093 eV
- Net charge: +1
- Orbital gap: 7.9 eV
- Spin multiplicity: 1